Model 1:
ORCA calculation (ωB97M-V/def2-TZVPD) on a structure of composition C3H5N2O.

Geometry as XYZ:
```
11
Properties=species:S:1:pos:R:3
C -1.52330 0.41429 -0.27352
C 1.07258 -0.43323 0.06437
C 0.37481 0.81855 0.02196
N -0.84272 -1.81328 -0.04134
N -1.58372 -0.97818 -0.06778
O -2.35530 1.23058 -0.29538
H 2.16036 -0.11336 0.12874
H 0.86644 -0.87741 1.04687
H 1.32155 -1.05989 -0.80387
H 0.54504 1.56637 -0.76746
H -0.03574 1.24557 0.98740
```

The net charge is +1. Its HOMO energy is -16.03 eV.

---

Model 2:
ORCA calculation (ωB97M-V/def2-TZVPD) on a structure of composition C3H5N2O.

Geometry as XYZ:
```
11
Properties=species:S:1:pos:R:3
C -1.63192 0.81124 -0.07305
C -1.73073 -0.56597 0.13323
C 2.09556 -0.06290 0.09268
N -0.34987 1.10721 -0.27915
N 0.25731 0.01953 -0.26611
O -0.55456 -1.14021 0.09191
H -2.39753 1.48793 -0.08641
H -2.56264 -1.28476 0.30174
H 2.47760 -0.33292 -0.85122
H 2.27819 0.93188 0.31737
H 2.11859 -0.97102 0.61900
```

The net charge is +1. Its HOMO energy is -15.86 eV.

---

If we sort the structures by their calculated energies, the order from most to least stable is model 2, model 1.

---

Model 1:
ORCA calculation (ωB97M-V/def2-TZVPD) on a cluster of 3 separate species, C4H6FNO in total.

Geometry as XYZ:
```
13
Properties=species:S:1:pos:R:3
C 1.32486 0.58703 -1.22921
C 2.21419 -0.12939 -0.51510
F 3.20561 0.46069 0.29296
C 2.25704 -1.54646 -0.49632
N 2.30378 -2.69853 -0.54589
H 1.39547 1.70582 -1.31507
H 0.54693 0.12658 -1.85617
H -2.49147 1.51277 2.80767
H -2.03177 1.70539 2.24465
C -1.49266 -1.44135 0.69728
O -1.36940 -0.49076 0.00877
H -2.54984 -1.89586 0.72101
H -0.55095 -1.70895 1.32715
```

As for the SMILES: C=C(F)C#N.[H][H].C=O. The net charge is 0. Its HOMO energy is -10.22 eV.

---

Model 2:
ORCA calculation (ωB97M-V/def2-TZVPD) on an isolated molecule of C4H6FNO.

Geometry as XYZ:
```
13
Properties=species:S:1:pos:R:3
O -0.19468 -1.43057 -0.89415
C -0.21212 -0.56729 -0.04364
C -0.88092 -0.86281 1.27870
F -0.83321 0.19153 2.16946
N 0.35967 0.71898 -0.17610
C 1.57168 0.74448 -1.01567
C 0.30076 1.25357 -1.54942
H -0.38370 -1.73725 1.73265
H -1.94105 -1.11909 1.07018
H 2.36067 1.41147 -0.66544
H 1.92757 -0.22424 -1.39347
H 0.10068 2.31015 -1.61154
H -0.20200 0.63917 -2.29139
```

As for the SMILES: O=C(CF)N1CC1. The net charge is 0. Its HOMO energy is -10.05 eV.

---

If we sort the structures by their calculated energies, the order from most to least stable is model 2, model 1.

---

Model 1:
ORCA calculation (ωB97M-V/def2-TZVPD) on a cluster of 2 separate species, C4H6FNO in total.

Geometry as XYZ:
```
13
Properties=species:S:1:pos:R:3
C -0.13927 0.64491 0.20637
C 0.88500 0.07189 -0.45671
N 2.04527 -0.47208 0.14605
O 0.95155 -0.12152 -1.80400
H 0.06718 0.55090 1.25195
H -1.10892 0.71499 -0.10362
H 2.36306 -0.11727 1.05261
H 2.60990 -0.86386 -0.66127
H 0.09598 0.18611 -2.24418
C -3.94050 -0.88540 0.16271
C -3.17307 -1.62886 -0.42622
F -2.49563 -2.50062 -1.11671
H -4.75189 -0.65531 0.81655
```

As for the SMILES: C=C(N)O.C#CF. The net charge is 0. Its HOMO energy is -7.98 eV.

---

Model 2:
ORCA calculation (ωB97M-V/def2-TZVPD) on a cluster of 2 separate species, C4H6FNO in total.

Geometry as XYZ:
```
13
Properties=species:S:1:pos:R:3
C -1.54048 -0.03931 -1.77931
N -1.19859 -1.27343 -1.17509
C -0.37090 -1.94876 -0.63186
O 0.31369 -2.78960 -0.15953
H -1.24805 0.70379 -1.24817
H -1.19660 0.07248 -2.74592
H -2.59635 -0.07624 -1.94796
C 2.00428 1.19726 1.65367
C 0.81929 0.58103 1.62503
F -0.18944 1.21434 0.93814
H 2.08113 2.09673 1.22225
H 2.71289 0.41130 1.98137
H 0.40913 -0.14960 2.26738
```

As for the SMILES: CN=C=O.C=CF. The net charge is 0. Its HOMO energy is -10.13 eV.

---

If we sort the structures by their calculated energies, the order from most to least stable is model 2, model 1.